C5H6BrIN2 | ωB97M-V/def2-TZVPD

Each line ends with the Löwdin charge.
Atoms and positions in Å:
C (-1.98, -0.46, 0.74)  -0.4613
H (2.82, 1.41, 1.59)  0.1026
Br (-1.00, 2.74, -0.53)  0.6911
C (0.96, 0.73, 0.62)  -0.5003
C (0.62, 1.82, -0.19)  -0.3588
N (-1.04, -0.59, -0.13)  -0.3852
C (-0.99, -1.02, -1.58)  -0.0525
H (-1.75, -1.84, -1.66)  0.0467
H (-1.07, -0.07, -2.12)  0.0767
C (2.20, 0.49, 1.40)  -0.0243
H (-0.03, -1.59, -1.76)  0.1018
H (2.86, -0.20, 0.95)  0.0642
H (2.15, -0.02, 2.34)  0.0765
I (-4.00, -1.10, 0.06)  0.5440
N (0.26, -0.30, 0.26)  0.0789

- ΔE to the lowest compared entry with this formula, charge and spin (eV) = 6.124
- 2S+1 = 1
- HOMO-LUMO gap (alpha / beta) (eV) = 6.96 / 7.05
- E (eV) = -86397.50338
- largest force on an atom (eV/Å) = 2.710